# 1
{"formula": "C4H4BrNO3", "method": "ωB97M-V with the def2-TZVPD basis set", "symbols": ["O", "C", "C", "C", "C", "O", "H", "H", "H", "H", "O", "N", "Br"], "xyz": [[0.2461, 2.6950, -0.8613], [-0.0582, 1.5850, -0.9286], [-0.2400, 0.2824, -1.0016], [0.5517, -0.7128, -0.1834], [1.5981, -0.3981, 0.8159], [1.9360, -0.7749, -0.4538], [-0.7754, -0.1965, -1.7896], [-0.0304, -1.7022, 0.0610], [2.0290, 0.6446, 1.2150], [1.7393, -1.1184, 1.6391], [-1.6693, -0.2357, 1.5457], [-1.9647, 0.3947, 0.5864], [-3.3621, -0.4631, -0.6446]], "lumo_ev": [-1.1, -1.1], "total_charge": 0, "multiplicity": 1, "total_energy_ha": -3009.11290}

---

# 2
{"formula": "C4H4CdLiO5", "method": "ωB97M-V with the def2-TZVPD basis set", "symbols": ["O", "C", "O", "O", "C", "C", "H", "H", "H", "H", "O", "O", "C", "Li", "Cd"], "xyz": [[0.5970, 1.2106, 1.7142], [0.8202, 0.0407, 2.2175], [1.8386, -0.1709, 2.8798], [-0.1455, -0.8566, 2.0922], [-1.4809, -0.6929, 2.6513], [-2.4600, -0.2158, 1.5938], [-1.4359, 0.0382, 3.4707], [-1.7107, -1.6951, 3.0354], [-3.0825, 0.5960, 2.0062], [-3.2819, -0.9439, 1.6143], [-3.2202, -1.3334, -0.7231], [-1.7182, 0.2302, -1.2166], [-2.5294, -0.6363, -1.4376], [2.5410, 1.5259, 2.1130], [-0.9009, 1.1697, 0.4143]], "lumo_ev": [-5.2, -5.2], "total_charge": 1, "multiplicity": 1, "total_energy_ha": -705.99307}

---

# 3
{"formula": "C4H4Cl12Cr2O8S2", "method": "ωB97M-V with the def2-TZVPD basis set", "symbols": ["Cr", "Cr", "S", "O", "O", "O", "O", "S", "O", "O", "O", "O", "C", "Cl", "Cl", "Cl", "H", "C", "Cl", "Cl", "Cl", "H", "C", "Cl", "Cl", "Cl", "H", "C", "Cl", "Cl", "Cl", "H"], "xyz": [[1.8594, -1.0317, -0.9625], [-0.2465, -2.2469, 1.8351], [2.8493, -2.8286, 0.5555], [1.6432, -2.7423, 1.4140], [2.3830, -3.0137, -0.8530], [3.3616, -1.4328, 0.3807], [3.8144, -3.8024, 0.9613], [-0.3172, -0.0512, 0.2428], [-0.0988, -1.4657, -0.1951], [0.9988, 0.5242, -0.0899], [-1.4441, 0.5470, -0.4004], [-0.5072, -0.2894, 1.6964], [-1.2015, 0.9511, -3.4661], [-1.7344, 0.0812, -4.9044], [-1.6903, 2.6437, -3.5322], [0.5713, 0.8158, -3.3001], [-1.6731, 0.4587, -2.6286], [-1.6465, 2.1464, 1.1847], [-3.1265, 2.3982, 2.1126], [-0.1972, 2.6020, 2.0763], [-1.7230, 2.9691, -0.3890], [-1.5363, 1.0917, 0.9678], [-3.5548, -0.2690, -1.3907], [-4.4786, 1.2115, -1.1967], [-4.2363, -1.2381, -2.7124], [-3.6501, -1.2002, 0.1329], [-2.5215, -0.0251, -1.6015], [3.5904, 0.5975, 2.7065], [3.5017, 2.3657, 2.8710], [2.4728, -0.1666, 3.8394], [5.2508, 0.0416, 2.9483], [3.2868, 0.3584, 1.6973]], "lumo_ev": [-2.8, -2.4], "total_charge": 0, "s2": 20.025, "multiplicity": 9, "total_energy_ha": -9164.29371}

---

# 4
{"formula": "C4H4Cl3F", "method": "ωB97M-V with the def2-TZVPD basis set", "symbols": ["C", "C", "C", "C", "F", "Cl", "Cl", "Cl", "H", "H", "H", "H"], "xyz": [[1.6463, 0.0790, -0.9122], [0.3279, -0.7269, -0.9628], [-1.5334, 0.6982, 1.0998], [0.4885, 0.1477, 0.2141], [-1.3298, 0.8717, 2.3778], [-2.2023, -0.9631, 0.7979], [1.0162, -0.5982, 1.7496], [-2.3685, 2.0327, 0.3901], [2.5296, -0.3137, -0.6699], [1.6632, 0.9857, -1.4452], [-0.4841, -0.3629, -1.7020], [0.2464, -1.8503, -0.9372]], "lumo_ev": -0.8, "total_charge": 0, "multiplicity": 1, "total_energy_ha": -1635.08529}

---

# 5
{"formula": "C4H4ClF", "method": "ωB97M-V with the def2-TZVPD basis set", "symbols": ["F", "C", "C", "C", "C", "Cl", "H", "H", "H", "H"], "xyz": [[3.2153, -0.6576, 0.0717], [2.1825, 0.2700, -0.0390], [0.8587, -0.0651, -0.1136], [-0.1222, 1.0334, -0.0724], [-1.4528, 0.8870, 0.0960], [-2.2881, -0.6387, -0.0008], [2.4206, 1.3734, 0.1365], [0.5995, -1.0708, -0.0708], [0.3498, 1.9588, -0.1343], [-2.2075, 1.7632, 0.2109]], "lumo_ev": 0.6, "total_charge": 0, "multiplicity": 1, "total_energy_ha": -714.81015}

---

# 6
{"formula": "C4H4ClF", "method": "ωB97M-V with the def2-TZVPD basis set", "symbols": ["C", "C", "C", "C", "F", "Cl", "H", "H", "H", "H"], "xyz": [[1.3770, 0.7647, -0.4716], [0.2274, 0.3000, -0.9796], [-0.7867, -0.2389, -0.1525], [-0.8356, -0.6325, 1.1520], [0.3536, -0.7451, 1.7911], [-2.1395, -1.3328, 2.0107], [2.0911, 1.1925, -1.1190], [1.5982, 0.5863, 0.5355], [-0.1950, 0.5234, -1.9999], [-1.6906, -0.4175, -0.7668]], "lumo_ev": 0.4, "total_charge": 0, "multiplicity": 1, "total_energy_ha": -714.80604}

---

# 7
{"formula": "C4H4ClF3", "method": "ωB97M-V with the def2-TZVPD basis set", "symbols": ["C", "C", "C", "C", "F", "F", "F", "Cl", "H", "H", "H", "H"], "xyz": [[-1.3046, -0.7744, 1.1944], [-0.7504, -0.9646, -0.0149], [-0.3244, 0.2134, -0.9215], [1.4070, 0.8556, -0.0398], [0.1649, -0.1257, -2.1643], [1.0623, 1.9145, 0.6544], [1.7951, -0.0551, 0.8869], [2.5345, 1.0761, -1.2946], [-1.6424, -1.7064, 1.6228], [-1.5594, 0.2687, 1.5774], [-0.5257, -1.9070, -0.4976], [-0.8568, 1.2047, -1.0034]], "lumo_ev": 0.7, "total_charge": 0, "multiplicity": 1, "total_energy_ha": -914.51206}

---

# 8
{"formula": "C4H4ClF3", "method": "ωB97M-V with the def2-TZVPD basis set", "symbols": ["C", "C", "F", "C", "Cl", "C", "F", "F", "H", "H", "H", "H"], "xyz": [[2.6234, 0.2772, 0.1260], [1.2961, -0.4279, -0.0561], [1.3883, -1.8013, -0.1854], [0.0643, 0.0571, -0.0777], [-0.1492, 1.7850, 0.0297], [-1.2013, -0.7613, -0.0866], [-1.8545, -0.6860, 1.1801], [-1.9883, -0.2373, -1.0196], [3.3631, -0.0794, -0.6151], [2.5941, 1.3148, 0.0653], [3.0599, -0.1062, 1.0876], [-1.0838, -1.8221, -0.2525]], "lumo_ev": 0.7, "total_charge": 0, "multiplicity": 1, "total_energy_ha": -914.58251}